84
Properties=species:S:1:pos:R:3:mulliken_charge:R:1 method="wB97M-V/def2-TZVPD" energy_ev=-74964.80818 total_charge=+3 fmax_ev_per_a=3.8 homo_lumo_gap_ev="5.484 / 5.505"
Hf 0.34 0.70 -2.26 0.67
P 2.05 -1.35 -1.51 1.34
C 2.19 -2.03 -3.15 -0.89
C 1.03 -1.89 -3.94 0.71
N -0.09 -1.09 -3.59 0.29
C -1.29 -1.37 -4.19 0.58
C -1.38 -2.37 -5.15 -0.63
C -0.25 -3.03 -5.63 -0.68
C 0.98 -2.69 -5.10 -0.96
C -2.57 -0.64 -3.81 -1.21
P -2.22 0.97 -2.94 0.84
H 1.92 -3.12 -5.43 0.51
H -2.38 -2.64 -5.52 0.51
H -0.31 -3.82 -6.39 0.47
H -3.19 -0.41 -4.70 0.61
H -3.19 -1.26 -3.13 0.49
H 2.84 1.60 -4.14 0.26
H 3.11 -1.99 -3.75 0.47
H -1.44 5.28 -2.17 0.30
O 2.14 1.79 -3.53 -0.53
H 2.02 2.76 -3.61 0.28
H 1.12 0.03 -0.90 -0.04
O -0.96 4.47 -2.09 -0.56
H -1.08 4.22 -1.15 0.30
C -2.40 2.16 -4.31 -1.36
H -3.28 1.91 -4.94 0.49
H -2.48 3.17 -3.89 0.39
H -1.49 2.10 -4.93 0.40
C -3.73 1.24 -1.93 -1.21
H -3.52 2.04 -1.21 0.32
H -4.59 1.55 -2.56 0.49
H -4.01 0.33 -1.37 0.37
C 1.62 -2.97 -0.85 -0.41
H 2.56 -3.52 -0.68 0.54
H 0.99 -2.98 0.03 -0.79
H 1.10 -3.53 -1.65 0.58
C 3.63 -0.81 -0.84 -1.05
H 3.55 -0.72 0.25 0.14
H 4.41 -1.54 -1.09 0.54
H 3.92 0.17 -1.23 0.35
C 1.80 3.67 3.53 -1.74
C 2.08 2.34 2.84 1.86
C 2.53 2.57 1.41 -1.37
C 3.16 1.57 3.60 -1.61
O 0.81 1.59 2.84 -0.14
Si 0.02 0.54 1.85 -0.84
S -0.61 1.42 -0.03 0.39
O 0.99 -0.81 1.73 0.64
C 1.06 -1.84 2.81 1.21
C 2.38 -2.58 2.63 -1.24
C 0.99 -1.23 4.20 -1.34
C -0.11 -2.80 2.63 -1.02
O -1.33 0.08 2.68 -0.09
C -2.76 0.09 2.46 1.35
C -3.11 -0.79 1.27 -0.79
C -3.40 -0.42 3.74 -1.65
C -3.21 1.53 2.24 -1.39
H 2.70 4.30 3.53 0.41
H 1.48 3.54 4.57 0.39
H 1.02 4.22 2.98 0.38
H 3.44 3.18 1.42 0.57
H 2.74 1.63 0.90 0.02
H 1.75 3.11 0.85 0.23
H 2.88 1.40 4.65 0.41
H 3.36 0.60 3.11 0.16
H 4.11 2.13 3.60 0.50
H 3.24 -1.91 2.79 0.31
H 2.47 -3.38 3.38 0.45
H 2.47 -3.05 1.64 0.10
H 0.00 -0.79 4.39 0.09
H 1.14 -2.03 4.94 0.63
H 1.77 -0.48 4.35 0.17
H -1.05 -2.26 2.81 -0.20
H -0.14 -3.24 1.63 0.07
H -0.03 -3.62 3.37 0.53
H -2.80 -1.83 1.45 0.26
H -4.20 -0.77 1.12 0.61
H -2.63 -0.42 0.35 -0.28
H -3.12 0.22 4.59 0.37
H -4.50 -0.41 3.64 0.46
H -3.08 -1.45 3.96 0.31
H -2.92 2.14 3.10 0.35
H -2.76 1.97 1.33 0.04
H -4.31 1.56 2.12 0.51


87
Properties=species:S:1:pos:R:3:mulliken_charge:R:1 method="wB97M-V/def2-TZVPD" de_lowest_kcal_mol=13.2 energy_ev=-82084.38212 s_squared=0.766 total_charge=+1 fmax_ev_per_a=4.1 homo_lumo_gap_ev="6.540 / 7.437" spin_multiplicity=2
W -0.21 -0.41 0.02 0.08
C 3.15 -0.16 4.76 -1.21
C 2.34 -1.22 4.07 -0.15
O 2.01 -0.72 2.75 -0.09
P 1.16 -1.53 1.71 0.73
S 0.93 -1.87 -1.34 -0.78
S -0.81 -1.47 2.22 -0.48
O 1.73 -2.97 1.89 -0.36
C 1.47 -4.16 1.09 0.44
C 2.66 -5.07 1.19 -1.50
H 3.41 -0.49 5.77 0.44
H 2.59 0.77 4.84 0.26
H 4.08 0.04 4.22 0.30
H 1.41 -1.42 4.60 0.32
H 2.90 -2.15 3.96 0.24
H 1.28 -3.86 0.06 0.04
H 0.57 -4.63 1.49 0.10
H 3.54 -4.59 0.76 0.32
H 2.47 -5.99 0.63 0.42
H 2.87 -5.32 2.23 0.34
C -3.39 -5.02 -0.89 -0.73
C -2.08 -4.78 -0.19 -0.66
N -1.71 -3.38 -0.32 0.32
C -2.59 -2.38 -0.36 0.29
N -2.15 -1.12 -0.49 0.26
C -3.21 -0.15 -0.84 -0.66
C -4.36 -0.31 0.12 -0.54
C -4.96 -1.67 -0.13 -0.89
N -3.91 -2.68 -0.31 0.24
C -4.40 -4.06 -0.30 -0.71
H -3.73 -6.05 -0.76 0.36
H -3.28 -4.83 -1.96 0.33
H -1.27 -5.38 -0.62 0.41
H -2.17 -5.05 0.87 0.28
H -0.81 -3.14 -0.74 -0.19
H -3.53 -0.33 -1.87 0.43
H -2.80 0.85 -0.82 0.17
H -5.12 0.46 -0.02 0.35
H -3.99 -0.24 1.14 0.27
H -5.56 -1.65 -1.04 0.41
H -5.60 -1.99 0.69 0.42
H -5.33 -4.08 -0.86 0.39
H -4.63 -4.35 0.73 0.33
C 3.72 0.44 0.49 -1.83
C 3.05 1.35 -0.51 1.38
C 3.41 2.80 -0.22 -1.47
C 3.44 0.96 -1.92 -1.34
O 1.58 1.19 -0.37 1.86
Si 0.40 2.20 -0.97 -0.35
O -0.66 0.99 -1.27 -0.17
O 0.84 3.12 -2.20 -0.44
C 0.34 3.17 -3.58 1.62
C 1.17 4.24 -4.27 -1.70
C 0.54 1.82 -4.26 -1.32
C -1.13 3.56 -3.54 -1.51
O -0.11 3.20 0.21 -0.49
C -0.57 2.97 1.56 2.15
C -1.06 4.30 2.08 -2.05
C -1.73 1.98 1.54 -2.06
C 0.58 2.47 2.43 -1.54
H 4.80 0.57 0.42 0.60
H 3.49 -0.60 0.27 0.25
H 3.40 0.68 1.50 0.32
H 4.49 2.92 -0.28 0.56
H 3.08 3.09 0.78 0.21
H 2.94 3.47 -0.95 0.22
H 4.52 0.95 -2.02 0.56
H 3.03 1.67 -2.64 0.06
H 3.06 -0.04 -2.16 0.15
H 2.23 3.98 -4.24 0.35
H 1.04 5.20 -3.76 0.36
H 0.86 4.34 -5.31 0.42
H 1.60 1.57 -4.31 0.32
H 0.15 1.87 -5.28 0.55
H 0.01 1.03 -3.72 0.07
H -1.25 4.48 -2.97 0.36
H -1.72 2.77 -3.07 0.08
H -1.50 3.72 -4.55 0.52
H -1.85 4.69 1.43 0.41
H -0.24 5.01 2.10 0.43
H -1.45 4.19 3.10 0.40
H -2.56 2.38 0.96 0.42
H -2.05 1.73 2.55 0.63
H -1.47 1.03 1.04 0.73
H 1.40 3.19 2.41 0.29
H 0.97 1.51 2.10 0.13
H 0.24 2.36 3.46 0.51


83
Properties=species:S:1:pos:R:3:mulliken_charge:R:1 method="wB97M-V/def2-TZVPD" de_lowest_kcal_mol=0.0 energy_ev=-42905.17148 smiles="CC(=O)N(C)CCCC[C@@H]1CCC(=O)N1.COCCNCCOC.COCCNCCOC" total_charge=0 fmax_ev_per_a=0.9 homo_lumo_gap_ev=9.158
C -3.55 0.76 -2.30 -1.09
C -3.55 1.89 -1.30 0.77
O -4.16 2.91 -1.54 -0.62
N -2.80 1.78 -0.13 0.33
C -2.11 0.53 0.16 -1.01
C -2.00 2.98 0.15 -1.52
C -1.03 3.34 -0.97 0.21
C -0.05 4.46 -0.54 -1.09
C 1.43 4.10 -0.69 -0.63
C 2.03 4.50 -2.03 0.29
C 1.41 3.80 -3.26 -0.41
C 2.58 3.67 -4.23 -0.65
C 3.82 3.78 -3.37 0.44
O 4.95 3.54 -3.71 -0.60
N 3.47 4.20 -2.06 -0.42
H -3.35 -0.23 -1.90 0.38
H -2.77 0.99 -3.04 0.25
H -4.51 0.76 -2.82 0.33
H -1.81 0.54 1.21 0.36
H -2.78 -0.31 0.05 0.07
H -1.21 0.36 -0.45 0.37
H -1.44 2.78 1.07 0.54
H -2.67 3.81 0.34 0.24
H -1.61 3.66 -1.84 0.37
H -0.46 2.45 -1.25 0.08
H -0.24 4.71 0.50 0.50
H -0.26 5.37 -1.11 0.43
H 2.01 4.58 0.10 0.42
H 1.56 3.02 -0.56 0.04
H 1.92 5.58 -2.17 0.17
H 0.99 2.83 -3.00 0.12
H 0.61 4.39 -3.70 0.41
H 2.62 2.71 -4.76 0.33
H 2.60 4.44 -5.00 0.27
H 3.71 3.45 -1.42 0.31
C -7.30 -5.40 1.56 -0.73
O -7.28 -4.50 2.65 -0.35
C -6.72 -5.03 3.84 -0.80
C -5.42 -4.34 4.19 -0.21
N -4.38 -4.67 3.22 -0.29
C -3.14 -3.92 3.36 -0.79
C -3.20 -2.41 3.16 -0.54
O -3.48 -2.01 1.83 -0.33
C -4.85 -1.94 1.50 -0.59
H -7.86 -4.92 0.76 0.24
H -6.30 -5.64 1.19 0.30
H -7.80 -6.34 1.83 0.35
H -6.57 -6.11 3.74 0.41
H -7.44 -4.86 4.65 0.39
H -5.09 -4.68 5.18 0.38
H -5.62 -3.27 4.25 0.17
H -4.75 -4.54 2.29 0.10
H -2.43 -4.32 2.64 0.40
H -2.74 -4.11 4.36 0.40
H -2.20 -2.01 3.39 0.35
H -3.90 -1.93 3.85 0.36
H -5.47 -1.66 2.36 0.28
H -5.23 -2.88 1.09 0.21
H -4.97 -1.17 0.73 0.28
C 2.72 -1.23 0.22 -0.38
O 3.41 -1.15 -1.01 -0.40
C 3.58 0.17 -1.51 -0.56
C 5.04 0.58 -1.50 -0.19
N 5.53 0.74 -0.14 -0.30
C 6.96 0.99 -0.04 -0.74
C 7.91 -0.11 -0.52 -0.49
O 7.88 -1.29 0.26 -0.42
C 6.90 -2.23 -0.10 -0.54
H 2.54 -2.28 0.42 0.27
H 3.30 -0.81 1.05 0.28
H 1.76 -0.71 0.18 0.04
H 2.99 0.88 -0.92 0.26
H 3.21 0.19 -2.54 0.36
H 5.13 1.54 -2.02 0.23
H 5.60 -0.16 -2.09 0.27
H 5.29 -0.08 0.39 0.10
H 7.19 1.18 1.01 0.39
H 7.20 1.90 -0.59 0.38
H 8.93 0.28 -0.44 0.36
H 7.75 -0.35 -1.58 0.36
H 6.70 -2.22 -1.18 0.27
H 5.95 -2.08 0.42 0.19
H 7.28 -3.22 0.18 0.28


90
Properties=species:S:1:pos:R:3:mulliken_charge:R:1 method="wB97M-V/def2-TZVPD" energy_ev=-74447.91476 total_charge=0 fmax_ev_per_a=3.8 homo_lumo_gap_ev=8.730
C 2.98 0.26 2.16 -1.05
C 3.03 0.16 0.59 -0.13
C 1.89 1.08 0.03 -0.26
O 0.98 0.44 -0.87 -0.47
C 0.25 -0.62 -0.27 -0.76
C -0.78 -0.18 0.84 1.09
N -0.46 -0.87 2.13 -0.47
C -0.81 -2.02 2.16 0.36
S -0.91 -3.57 1.87 -0.29
C -1.27 1.29 0.90 -0.41
O -2.46 1.18 1.73 -0.39
S -3.31 0.02 0.92 1.16
O -4.21 0.51 -0.07 -0.58
O -3.96 -0.72 1.95 -0.60
O -2.03 -0.87 0.42 -0.40
H 3.07 1.35 2.38 0.22
H 3.78 -0.33 2.65 0.33
H 1.98 -0.02 2.55 0.35
H 2.97 -0.90 0.27 0.32
H 4.01 0.61 0.31 0.14
H 1.41 1.60 0.88 0.03
H 2.39 1.87 -0.57 0.37
H -0.35 -1.08 -1.08 0.38
H 0.89 -1.44 0.12 0.33
H -1.45 1.63 -0.15 0.32
H -0.62 1.94 1.51 0.41
C 5.92 3.67 1.18 -0.72
O 5.72 2.39 1.76 -0.23
C 6.84 1.53 1.57 -0.46
C 7.67 1.41 2.83 -0.68
O 8.32 2.64 3.13 -0.24
C 7.68 3.34 4.18 -0.76
H 5.11 4.32 1.51 0.30
H 6.87 4.11 1.49 0.13
H 5.88 3.60 0.09 0.36
H 7.45 1.87 0.73 0.31
H 6.44 0.54 1.31 0.43
H 8.46 0.67 2.66 0.35
H 7.06 1.07 3.67 0.38
H 7.85 2.83 5.14 0.33
H 6.60 3.44 4.01 0.31
H 8.11 4.34 4.24 0.20
C -8.78 -2.81 -1.83 -0.76
O -7.58 -3.03 -1.11 -0.31
C -6.96 -1.81 -0.70 -0.46
C -7.20 -1.53 0.77 -0.27
O -8.57 -1.24 1.03 -0.41
C -9.26 -2.34 1.61 -0.68
H -9.27 -3.78 -1.95 0.21
H -9.46 -2.14 -1.30 0.37
H -8.55 -2.41 -2.82 0.33
H -7.31 -0.97 -1.31 0.35
H -5.89 -1.92 -0.86 0.26
H -6.63 -0.64 1.06 0.20
H -6.85 -2.37 1.39 0.33
H -8.93 -2.48 2.65 0.33
H -9.10 -3.26 1.04 0.25
H -10.32 -2.11 1.61 0.25
C 11.15 7.70 -0.54 -0.67
O 10.52 8.19 0.63 -0.37
C 9.12 7.93 0.64 -0.71
C 8.79 6.77 1.56 -0.32
O 9.29 5.54 1.05 -0.33
C 10.47 5.12 1.72 -0.76
H 12.23 7.78 -0.40 0.24
H 10.90 6.65 -0.73 0.27
H 10.87 8.31 -1.41 0.33
H 8.75 7.75 -0.37 0.35
H 8.64 8.83 1.02 0.38
H 7.70 6.67 1.62 0.32
H 9.16 6.96 2.57 0.36
H 10.22 4.78 2.73 0.24
H 11.22 5.91 1.77 0.40
H 10.89 4.28 1.17 0.24
C -9.72 -6.92 -6.59 -0.72
O -10.52 -7.33 -5.49 -0.38
C -10.04 -8.52 -4.87 -0.48
C -9.30 -8.22 -3.58 -0.51
O -8.09 -7.53 -3.83 -0.38
C -8.18 -6.14 -3.54 -0.87
H -10.04 -5.93 -6.89 0.25
H -8.66 -6.89 -6.33 0.31
H -9.87 -7.61 -7.43 0.33
H -9.40 -9.08 -5.56 0.32
H -10.92 -9.13 -4.64 0.37
H -9.04 -9.17 -3.10 0.38
H -9.94 -7.65 -2.89 0.31
H -8.23 -5.98 -2.46 0.38
H -9.05 -5.69 -4.03 0.37
H -7.28 -5.66 -3.92 0.33


98
Properties=species:S:1:pos:R:3:mulliken_charge:R:1 method="wB97M-V/def2-TZVPD" energy_ev=-1189940.41969 smiles=CCCCCCC[Si@@H](P(N)O)P(O)Cl.BrCCBr.BrCCBr.BrCCBr.BrCCBr.BrCCBr.BrCCBr.BrCCBr.BrCCBr total_charge=0 fmax_ev_per_a=0.4 homo_lumo_gap_ev=8.077
C 4.11 -0.73 0.76 -1.35
C 2.88 -1.48 0.25 0.54
C 3.11 -2.22 -1.07 0.21
C 3.35 -3.73 -0.94 -0.84
C 2.21 -4.48 -0.24 1.33
C 1.12 -5.00 -1.19 -1.22
C -0.28 -4.87 -0.54 -0.79
Si -1.08 -3.22 -1.02 0.24
P -2.83 -3.72 -2.41 -0.04
N -3.74 -2.25 -2.20 -0.32
O -3.72 -4.68 -1.40 -0.25
P -1.83 -2.08 0.84 0.11
O -0.71 -2.55 1.94 -0.55
Cl -1.03 -0.26 0.21 -0.09
H 4.98 -1.39 0.82 0.25
H 3.94 -0.31 1.75 0.40
H 4.35 0.09 0.08 0.26
H 2.54 -2.17 1.03 0.14
H 2.06 -0.76 0.13 -0.23
H 3.98 -1.78 -1.57 0.39
H 2.27 -2.05 -1.76 -0.29
H 3.44 -4.14 -1.95 0.47
H 4.30 -3.92 -0.45 -0.23
H 2.61 -5.31 0.33 0.06
H 1.74 -3.82 0.50 -0.82
H 1.16 -4.44 -2.13 0.51
H 1.31 -6.04 -1.45 0.40
H -0.17 -4.95 0.54 0.53
H -0.96 -5.68 -0.82 0.51
H -0.11 -2.38 -1.77 -0.16
H -3.36 -1.51 -2.78 0.06
H -4.68 -2.43 -2.55 0.22
H -3.74 -4.41 -0.47 0.28
H 0.01 -3.10 1.61 0.28
Br 3.96 1.01 -2.69 -0.15
C 2.39 2.08 -3.09 -0.59
C 1.14 1.44 -2.56 -0.46
Br 0.64 -0.11 -3.61 -0.12
H 2.36 2.19 -4.17 0.38
H 2.56 3.05 -2.62 0.41
H 0.30 2.13 -2.61 0.39
H 1.25 1.09 -1.53 0.15
Br -1.77 4.09 1.04 -0.08
C -3.56 3.51 1.50 -0.61
C -3.79 2.06 1.14 -0.50
Br -3.94 1.79 -0.77 -0.11
H -4.24 4.17 0.97 0.38
H -3.66 3.65 2.57 0.34
H -4.72 1.70 1.58 0.40
H -2.96 1.43 1.47 0.21
Br -2.91 0.77 -4.06 -0.11
C -3.73 -0.01 -5.64 -0.64
C -4.23 1.04 -6.60 -0.63
Br -5.83 1.92 -5.95 -0.15
H -4.54 -0.65 -5.29 0.35
H -2.96 -0.62 -6.11 0.41
H -4.50 0.58 -7.55 0.39
H -3.50 1.82 -6.76 0.36
Br 6.85 -4.71 1.16 -0.14
C 6.42 -6.40 2.00 -0.61
C 4.97 -6.77 1.86 -0.62
Br 3.83 -5.68 3.00 -0.12
H 6.71 -6.31 3.04 0.38
H 7.04 -7.15 1.51 0.35
H 4.81 -7.80 2.17 0.43
H 4.61 -6.63 0.84 0.36
Br 2.59 4.05 4.30 -0.15
C 1.91 5.86 4.05 -0.38
C 0.89 5.93 2.95 -0.35
Br 1.70 5.79 1.19 -0.14
H 2.77 6.49 3.85 0.18
H 1.46 6.14 5.00 0.37
H 0.38 6.89 2.97 0.18
H 0.15 5.13 3.01 0.27
Br -2.06 5.91 5.44 -0.15
C -2.74 7.72 5.22 -0.60
C -3.61 7.85 3.99 -0.57
Br -2.57 7.84 2.35 -0.13
H -1.88 8.38 5.19 0.36
H -3.33 7.92 6.12 0.37
H -4.14 8.80 4.01 0.35
H -4.32 7.03 3.91 0.35
Br 7.14 7.23 0.67 -0.15
C 6.65 5.82 1.92 -0.62
C 5.35 6.10 2.63 -0.33
Br 5.54 7.50 3.97 -0.15
H 7.48 5.72 2.61 0.41
H 6.55 4.91 1.32 0.37
H 5.01 5.22 3.15 0.21
H 4.58 6.44 1.94 0.24
Br -6.43 -7.09 -1.45 -0.13
C -7.67 -5.61 -1.51 -0.59
C -8.05 -5.23 -2.92 -0.60
Br -6.62 -4.29 -3.83 -0.12
H -7.20 -4.78 -0.98 0.35
H -8.56 -5.93 -0.96 0.36
H -8.90 -4.55 -2.91 0.35
H -8.28 -6.10 -3.52 0.36